# C42H86N3O3

A cluster of 3 separate species, C42H86N3O3 in total in a non-equilibrium geometry (the ωB97M-V functional and the def2-TZVPD basis, OMol25).

Cartesian coordinates (Å):
O1 2.56702 4.96837 -3.30389
O2 -0.94497 -4.56411 -3.50920
O3 -1.14988 0.66470 5.90639
N1 -0.00031 0.20899 6.58088
N2 5.80003 1.53032 0.34310
N3 -1.27886 -5.92714 -3.63077
C1 0.90958 -6.71674 -4.67304
C2 0.83308 -6.20748 -2.21118
C3 1.18037 0.92718 4.44778
C4 -3.28477 4.02602 -3.29965
C5 -1.68111 -0.12950 8.48204
C6 -4.83895 4.25699 -2.73156
C7 1.23648 2.42526 6.50186
C8 -3.12043 -5.04133 -5.14202
C9 -1.52895 1.27817 -3.14625
C10 -1.98527 2.64615 2.47419
C11 -0.25668 0.36509 8.05163
C12 5.35052 2.05274 -1.00365
C13 2.51359 0.25225 6.37392
C14 -2.75207 -7.44718 -5.00319
C15 5.20075 3.71806 -1.04952
C16 -4.92934 3.93177 -1.09341
C17 -0.10225 1.82722 8.54811
C18 4.82123 4.03410 -2.61239
C19 -1.98298 -6.09806 -4.94861
C20 2.53372 3.55914 -0.32660
C21 0.83419 -2.25264 -0.03477
C22 -3.27233 3.16380 1.54012
C23 1.78738 3.30701 1.14886
C24 -3.21622 2.85558 -4.47249
C25 -0.38225 -8.16265 -3.01400
C26 1.14201 2.53963 8.02243
C27 0.18503 -6.97263 -5.99273
C28 0.68844 -0.58199 8.83515
C29 -1.72696 2.14020 -4.54102
C30 -0.70978 3.70631 2.26695
C31 -0.01664 -6.71382 -3.42793
C32 -0.21181 0.27940 -3.16643
C33 4.01628 4.17884 -0.00302
C34 -1.00778 -6.03158 -6.15334
C35 -0.13438 -0.41691 -1.67036
C36 1.17546 0.95447 6.01209
C37 -4.63088 2.36063 -0.73387
C38 0.79385 -1.79903 -1.64201
C39 -3.37953 2.10509 0.29322
C40 2.01384 -3.38228 0.22768
C41 3.91740 5.37958 -2.85388
C42 0.16402 3.36149 0.90317
H1 -0.63842 -5.00693 -6.28404
H2 -0.08528 1.85227 9.64679
H3 -1.53442 -6.28328 -7.08264
H4 -1.24449 -0.72117 -1.35703
H5 4.37987 1.50532 -1.36092
H6 0.25826 0.38542 -0.88292
H7 -5.64622 3.68440 -3.35652
H8 -5.00632 5.43644 -2.80430
H9 -0.77522 -8.77041 -3.82714
H10 -0.19824 -2.71894 0.26996
H11 -0.93457 3.00063 -4.66711
H12 2.84637 -3.23970 -0.61073
H13 1.42338 -5.75065 -4.75463
H14 -2.62865 3.78574 -2.35628
H15 -1.57278 1.59642 2.13021
H16 1.14122 -0.10531 4.07601
H17 -4.24836 3.28992 2.17363
H18 2.53192 -3.15799 1.27253
H19 -1.86778 -1.15266 8.13532
H20 -2.48384 0.51404 8.10372
H21 2.83607 0.41760 7.40123
H22 6.74884 1.08197 0.18043
H23 1.88323 -1.53635 -2.03054
H24 -1.70933 1.45390 -5.51406
H25 -5.63951 1.81064 -0.41030
H26 0.01296 3.67314 3.21261
H27 0.29643 -2.69104 -2.23269
H28 -2.11343 -8.31381 -5.16988
H29 2.53274 2.60792 -1.00809
H30 1.02376 -1.30805 0.62985
H31 -6.07018 4.13097 -0.80414
H32 -3.56627 1.03237 0.78261
H33 2.18168 2.31214 1.62589
H34 1.86679 4.38281 -0.85909
H35 -1.08446 4.83566 2.21031
H36 0.50125 -8.70542 -2.65311
H37 3.33694 0.64352 5.76163
H38 -4.32696 1.83763 -1.76309
H39 2.46109 -0.82645 6.19388
H40 1.70016 -7.47075 -4.55277
H41 4.40048 5.94886 -3.78542
H42 2.09734 4.25224 1.80429
H43 -0.20142 2.32093 0.50618
H44 -2.90850 4.20836 1.09394
H45 -1.78302 -0.12931 9.57456
H46 4.36361 3.05135 -3.11072
H47 3.93918 5.36715 0.07360
H48 -0.10949 4.17213 0.07095
H49 -3.82705 -5.07136 -4.30205
H50 2.03971 2.13453 8.49918
H51 -2.34998 1.98808 -0.29627
H52 -3.55679 3.31697 -5.50326
H53 -3.97327 2.00813 -4.10693
H54 -1.11362 -8.16517 -2.19867
H55 1.67170 -6.88557 -2.00897
H56 1.59036 -4.48887 0.18023
H57 1.72629 -0.25429 8.85697
H58 0.65702 -1.59649 8.42348
H59 -2.50003 0.61004 -3.00257
H60 0.22746 -6.15356 -1.29891
H61 3.92081 6.15042 -1.97366
H62 0.75956 0.91728 -3.37795
H63 1.27790 -5.22131 -2.38789
H64 2.39643 3.99553 -3.11344
H65 0.88146 -6.81914 -6.82388
H66 5.85628 4.20468 -3.17778
H67 -4.21006 4.70543 -0.58701
H68 -3.69109 -5.23691 -6.05793
H69 2.16907 2.89813 6.16873
H70 -2.74173 -4.01590 -5.23411
H71 4.33557 3.82730 1.08825
H72 -3.33459 -7.61311 -4.09110
H73 -1.36049 2.01531 -2.23789
H74 -2.31562 2.68521 3.59737
H75 0.34283 1.48166 4.00675
H76 5.13390 0.77879 0.65827
H77 0.42455 3.00789 6.04938
H78 2.09214 1.38596 4.04656
H79 1.09978 3.59720 8.30379
H80 -0.27868 -0.51889 -4.02233
H81 6.19986 1.75248 -1.78680
H82 -2.89631 5.03377 -3.78746
H83 -0.13354 -8.01769 -6.05298
H84 0.38988 -0.65492 9.88918
H85 -3.45707 -7.45999 -5.84504
H86 -0.97795 2.41532 8.24600

Results
HOMO (alpha / beta)	-0.0643 / -0.0643	Eh
net charge	-1
molar mass	681.17	g/mol
2S+1	3
DFT total energy	-2041.26335	hartree